Molecular formula: C30H25BrN4O6PtSe
Method: DFT, ωB97M-V with the def2-TZVPD basis set

Last column: Mulliken spin population.
CARTESIAN COORDINATES (ANGSTROEM)
H: 2.4122 0.6159 -3.3943  0.00
C: 1.5856 4.5509 -3.9562  0.01
Br: 4.1547 -0.8124 0.7167  0.05
H: -0.7506 4.4785 2.3516  0.01
C: -0.3944 -5.2175 -0.4703  0.00
C: -1.5377 3.7650 2.1447  0.01
N: 0.2454 2.2344 -0.6994  0.02
H: 2.3161 2.6990 -4.7573  0.00
H: 1.1639 3.9996 0.9327  0.01
H: 1.3058 0.3922 -2.0347  -0.01
H: 0.7146 1.9938 2.7465  -0.02
H: 2.1070 -9.7936 0.2352  0.00
C: 3.0607 0.7501 1.0209  0.21
H: -1.0142 4.2639 -0.2476  0.00
Se: 0.6434 -0.9651 3.1548  0.03
C: -1.3152 -6.0423 -1.1001  0.00
H: 1.9816 5.1559 -4.7646  0.00
C: -0.1821 -7.9480 -0.3023  0.00
O: -1.3547 -3.2615 -1.3976  0.00
H: 0.0595 5.6789 -0.1769  0.00
C: -0.5130 5.0253 -0.8415  0.01
H: -2.5159 -0.9692 0.7451  0.00
H: 1.3721 -5.1124 0.7561  0.00
C: 0.6429 3.0039 -1.8349  0.00
C: -3.5789 1.8786 1.5681  0.00
C: -2.4110 -1.0111 1.8306  0.01
H: -1.2756 5.6344 -1.3323  0.00
Pt: 0.8707 -1.0657 0.2581  0.85
N: -1.8185 0.2255 2.2909  0.00
C: 0.8533 5.1386 -2.9367  -0.01
C: 1.6955 3.0620 1.0223  -0.29
N: 1.8470 0.7397 0.3958  0.32
H: -4.7444 3.5903 1.0292  0.00
C: 1.2583 2.0032 0.2686  0.32
C: 3.5919 1.7728 1.7381  -0.16
C: -3.7894 3.2448 1.4048  0.00
H: -1.7346 -1.8239 2.0839  0.00
C: 1.2980 -9.2588 0.7436  0.00
H: -2.1027 -5.5608 -1.6644  0.00
H: 4.5657 1.6661 2.1956  -0.01
C: 1.2996 2.3876 -2.9042  0.00
C: 0.6646 -5.7654 0.2644  0.00
O: 0.2459 -3.0710 0.1880  -0.03
C: 0.7388 -7.1328 0.3199  0.00
H: -1.9487 -8.0854 -1.5091  0.00
H: -4.3462 1.1564 1.3245  0.00
O: -1.7621 1.8830 -1.6682  0.01
C: 1.4342 0.8929 -2.9946  0.04
C: -2.3383 1.4793 2.0251  0.00
C: -1.2308 -7.4366 -1.0245  0.00
C: -1.3315 2.4084 2.3021  -0.01
C: -2.7886 4.1706 1.6880  0.00
C: -0.9590 1.4520 -0.8307  -0.01
C: 1.7834 3.1795 -3.9427  -0.01
H: -3.3804 -1.1682 2.3098  0.00
H: 0.6667 0.5035 -3.6684  0.00
O: 1.6826 -7.9147 0.9669  0.00
H: -2.9791 5.2256 1.5350  0.00
C: 2.8320 2.9622 1.8561  0.51
O: 0.1335 -9.2756 -0.0750  0.00
H: 1.0763 -9.7435 1.7009  0.00
O: -1.0673 0.4765 -0.0512  0.02
N: -0.2459 1.6766 2.7390  0.02
C: -0.5343 -3.6988 -0.5973  0.01
C: -0.5275 0.3453 2.6986  0.00
H: 0.6422 6.2037 -2.9611  0.00
H: 3.1621 3.7917 2.4667  0.07
C: 0.3650 4.3765 -1.8805  0.01

Properties
Net charge   -2
Gap between HOMO and LUMO (spin up / spin down)   3.482 / 5.015 eV
LUMO energy (spin up / spin down)   3.98 / 3.98 eV
2S+1   3
Expectation value of S²   2.018

=====

Molecular formula: C30H25F3LuN4O5PS
Method: DFT, ωB97M-V with the def2-TZVPD basis set

Last column: Mulliken charge in e.
CARTESIAN COORDINATES (ANGSTROEM)
H: -4.8983 2.8319 0.6060  0.36
C: -2.7951 0.3029 -0.2417  0.62
Lu: 0.2528 -0.7284 -0.4037  0.79
S: 2.0522 -0.2394 -2.5004  0.98
C: -3.8755 -3.3600 -1.0107  -0.62
H: -2.8840 -0.7129 -0.5972  -0.42
H: 4.4282 0.0274 3.3069  0.40
C: 2.4200 -0.1057 4.0591  -0.58
H: -0.9213 -5.3855 -0.7993  0.41
H: -2.9753 -3.7855 0.9468  0.44
F: 1.7977 -2.2898 -4.1797  -0.21
C: -4.0071 0.9990 -0.0282  -0.79
C: -1.5337 2.2066 0.3906  0.16
P: 1.1865 1.9780 0.1209  1.82
C: 2.2802 -1.9949 -2.9879  0.75
C: 3.0182 0.9105 1.9631  -0.51
H: -2.5256 -6.0578 -2.4637  0.32
F: 3.5498 -2.3591 -2.9133  -0.22
N: 1.7746 -1.8226 1.1426  -0.34
C: -3.9820 2.2824 0.4211  -0.97
C: 2.4491 3.2687 -0.1337  0.50
H: -4.4775 -4.2506 -2.9275  0.47
C: 3.3860 0.2610 3.1274  -0.80
H: -2.4125 -5.7781 0.1718  0.36
H: -3.6173 4.7821 1.2819  0.37
H: -4.9531 0.5028 -0.2161  0.49
H: 2.1669 3.1560 -2.2594  0.32
C: 0.7157 0.8536 2.6594  -0.06
C: -1.4904 4.8975 1.2702  -0.99
H: 0.6523 4.7432 1.1048  0.41
N: 1.7153 -4.2479 0.6790  -0.79
C: -3.5982 -4.1460 -2.2938  -0.59
N: -2.2963 -5.1070 -0.5761  -0.39
C: 0.8925 -4.8128 -0.0883  0.77
C: 1.7462 -2.9568 0.9021  0.60
H: -3.9468 -2.2921 -1.1835  0.22
H: 2.9643 3.6098 1.9257  0.49
C: -2.6837 4.2633 1.0905  -0.80
N: 0.1775 -5.4155 -0.8131  -0.58
O: -1.0738 -2.2437 0.8394  -0.80
O: 0.5757 -0.1404 -2.5158  -0.71
C: 1.0878 0.1858 3.8209  -0.73
H: -1.4590 5.9253 1.6108  0.42
C: -0.2870 4.2161 0.9929  -0.55
H: -0.3268 1.0940 2.4905  0.32
H: 4.5635 5.4133 1.4225  0.41
H: -3.9737 -6.0900 -1.4461  0.35
H: 3.7698 1.1587 1.2232  0.47
H: 3.7472 4.9862 -2.7599  0.41
O: 2.7783 0.6050 -3.3807  -0.59
H: 2.7099 -0.6183 4.9680  0.39
H: 0.3298 -0.1051 4.5373  0.44
C: 4.2539 5.3162 -0.7005  -0.49
C: -3.1185 -5.4834 -1.7530  -0.64
F: 1.5751 -2.6922 -2.0496  -0.19
C: -0.3055 2.9123 0.5736  0.49
C: -1.5327 -2.7789 -0.2043  0.30
H: 4.9588 6.1091 -0.9178  0.39
C: 2.6817 3.6626 -1.4510  -0.45
O: 2.4987 -0.3575 -1.1074  -0.57
H: -4.8089 -3.6903 -0.5506  0.42
O: -1.0438 -2.4963 -1.3383  -0.86
C: 1.6790 1.2286 1.7250  0.38
C: -2.7368 2.9214 0.6391  0.70
C: -1.5418 0.8312 -0.0374  -0.30
C: -2.6973 -3.7529 -0.1038  0.24
C: 4.0347 4.9231 0.6142  -0.72
H: -2.8037 -3.6595 -2.8587  0.18
C: 3.1372 3.9045 0.8980  -0.28
C: 3.5755 4.6867 -1.7336  -0.81

Properties
Net charge   0
Gap between HOMO and LUMO   8.023 eV
Relative energy (zero: lowest compared OMol25 entry of this formula, charge and spin)   0.0 kcal per mole
LUMO energy   0.27 eV
2S+1   1

=====

Molecular formula: C30H25F5
Method: DFT, ωB97M-V with the def2-TZVPD basis set

Last column: Mulliken charge in e.
CARTESIAN COORDINATES (ANGSTROEM)
H: 4.6541 -6.7768 1.9720  0.37
C: 4.6186 -5.6952 2.0363  -0.53
H: 1.5802 4.9247 3.4182  0.38
C: -2.1862 -2.7427 -0.3432  -0.54
H: 2.5732 1.4898 -0.7307  0.54
C: 1.4133 0.2788 -2.1458  -0.72
H: 2.6516 -3.2139 0.7840  0.63
H: 4.1601 -2.3079 -1.6408  0.50
H: -0.3884 5.0560 1.7975  0.37
C: 3.6490 -5.0515 1.3175  -0.26
C: 1.1380 5.8908 3.1118  -0.43
H: 6.1118 -3.0878 3.4871  0.41
C: 1.2878 -0.9720 -2.6909  -0.56
C: -5.8273 -1.5654 -2.4076  -0.21
F: 6.5468 -5.5675 3.2701  -0.30
C: -4.2267 0.2212 -3.8398  0.12
C: -4.0218 -1.1496 -3.8544  0.02
F: 4.6457 -0.0035 -0.4579  -0.35
C: 0.0384 5.9594 2.2253  -0.28
H: 0.6281 0.9988 -2.1852  0.44
H: -6.9084 0.2336 -1.8272  0.40
C: 3.4109 -3.6937 1.3736  -0.68
H: 4.2350 -1.8464 2.1457  0.31
H: -0.6047 0.1502 0.4416  0.45
C: 5.3494 -3.5371 2.8718  -0.61
C: 0.9383 8.3055 3.3661  -0.45
C: -4.8795 -2.0359 -3.2253  -0.65
C: 3.4201 -1.5788 -1.8346  -0.32
H: -4.2990 -3.1382 0.0797  0.44
C: -6.0897 -0.1914 -2.3831  -0.63
H: -0.4905 9.3111 2.1491  0.34
H: -2.8990 0.7600 1.1353  0.44
H: -0.1789 -2.1189 -0.6149  0.52
C: 1.5064 7.0858 3.6534  0.48
F: 2.4685 6.9708 4.6549  -0.31
H: 0.4784 -1.3133 -3.2301  0.66
C: -0.4633 7.1666 1.8764  -0.41
C: -0.0016 8.3662 2.4096  -0.29
H: 2.3143 -2.8892 -3.0054  0.33
H: 3.0168 -5.5754 0.5992  0.30
H: -5.4430 1.7602 -2.9253  0.37
C: 2.5494 0.5959 -1.2884  -0.35
C: 5.4924 -4.9068 2.7524  0.57
C: -5.2492 0.6930 -3.0609  -0.14
C: -1.1695 -1.8480 -0.2383  -0.44
C: -3.6260 -1.1819 0.6141  0.46
H: 1.4222 9.2131 3.8574  0.31
F: -3.4035 1.0313 -4.4710  -0.32
H: -6.5878 -2.2780 -1.9974  0.35
C: -3.4611 -2.4249 0.1080  -0.28
C: 3.5698 -0.3428 -1.2168  0.22
C: -1.4054 -0.5648 0.2966  -0.42
C: 2.3414 -1.8761 -2.5739  -0.41
C: -2.6543 -0.2021 0.6610  -0.69
H: -4.7703 -3.1128 -3.2865  0.39
H: -1.2485 7.2982 1.1204  0.30
F: -4.8985 -0.9194 0.9948  -0.37
H: -2.0473 -3.7004 -0.7884  0.43
H: -3.1179 -1.4121 -4.4797  0.29
C: 4.3371 -2.9385 2.1627  -0.22

Properties
Net charge   0
Gap between HOMO and LUMO   9.572 eV
SMILES string   Fc1ccccc1.Fc1ccccc1.Fc1ccccc1.Fc1ccccc1.Fc1ccccc1
Relative energy (zero: lowest compared OMol25 entry of this formula, charge and spin)   32.4 kcal per mole
LUMO energy   0.34 eV
2S+1   1